# C20H58N2O14

8 unconnected molecules or ions with the total composition C20H58N2O14 at a distorted geometry (the ωB97M-V functional and the def2-TZVPD basis, the Open Molecules 2025 dataset).

Structure (XYZ):
```
94
Properties=species:S:1:pos:R:3
C -26.10 -15.90 -26.43
C -26.50 -14.56 -27.08
C -25.82 -13.38 -26.34
O -26.74 -12.30 -26.14
C -26.29 -11.34 -25.22
N -26.17 -14.67 -28.49
H -26.64 -16.78 -26.78
H -26.29 -15.97 -25.36
H -25.02 -16.03 -26.43
H -27.58 -14.53 -26.93
H -24.81 -13.11 -26.68
H -25.63 -13.62 -25.29
H -26.06 -11.70 -24.22
H -27.09 -10.62 -25.09
H -25.37 -10.87 -25.58
H -26.38 -13.80 -28.97
H -25.16 -14.71 -28.50
C -24.63 -18.19 -28.61
C -24.74 -19.20 -29.79
C -25.67 -20.44 -29.56
O -25.15 -21.37 -28.59
C -24.07 -22.11 -29.03
N -25.21 -18.42 -30.89
H -23.77 -17.53 -28.76
H -24.49 -18.57 -27.60
H -25.49 -17.52 -28.60
H -23.70 -19.51 -29.94
H -25.68 -20.86 -30.57
H -26.67 -20.10 -29.30
H -24.38 -22.69 -29.91
H -23.87 -22.84 -28.25
H -23.18 -21.54 -29.28
H -25.97 -17.82 -30.62
H -25.53 -18.92 -31.71
C -28.45 -22.22 -29.69
C -28.67 -22.02 -28.19
O -30.04 -21.65 -27.97
O -29.38 -23.02 -30.36
H -27.43 -22.56 -29.89
H -28.51 -21.27 -30.22
H -27.98 -21.31 -27.72
H -28.44 -22.92 -27.62
H -30.13 -21.16 -27.15
H -28.94 -23.17 -31.20
C -28.64 -17.15 -29.55
C -29.22 -18.17 -30.53
O -30.03 -17.50 -31.53
O -27.48 -16.52 -30.08
H -28.39 -17.64 -28.60
H -29.29 -16.38 -29.16
H -29.98 -18.71 -29.97
H -28.53 -18.82 -31.06
H -29.38 -17.29 -32.20
H -27.16 -15.95 -29.37
C -25.88 -19.72 -34.64
C -24.57 -18.91 -34.98
O -25.03 -17.69 -35.50
O -26.44 -19.37 -33.37
H -25.76 -20.80 -34.65
H -26.66 -19.54 -35.37
H -24.08 -19.54 -35.72
H -23.91 -18.75 -34.13
H -24.28 -17.30 -35.95
H -27.00 -18.60 -33.52
C -31.66 -13.86 -33.25
C -31.30 -13.74 -31.76
O -31.48 -14.91 -31.02
O -32.85 -14.61 -33.31
H -30.86 -14.44 -33.72
H -31.71 -12.87 -33.71
H -31.92 -13.00 -31.27
H -30.26 -13.45 -31.62
H -31.24 -14.61 -30.14
H -33.23 -14.47 -34.19
C -30.61 -13.83 -27.18
C -30.08 -12.41 -27.44
O -31.16 -11.60 -27.79
O -30.81 -14.56 -28.39
H -31.54 -13.69 -26.63
H -30.03 -14.44 -26.49
H -29.37 -12.39 -28.27
H -29.60 -11.88 -26.62
H -30.93 -10.76 -28.19
H -31.35 -15.35 -28.28
C -27.56 -16.02 -34.27
C -26.60 -15.41 -33.29
O -27.24 -14.92 -32.15
O -28.25 -17.16 -33.72
H -27.02 -16.27 -35.19
H -28.29 -15.25 -34.50
H -26.02 -14.62 -33.78
H -25.81 -16.10 -33.01
H -27.42 -15.68 -31.60
H -29.06 -17.13 -34.22
```

Calculated values
- total energy (Ha) = -1959.18479
- charge = +1
- expectation value of S² = 0.7561
- LUMO (spin up / spin down) (eV) = -2.22 / -7.46
- HOMO-LUMO gap (spin up / spin down) (Eh) = 0.3145 / 0.1216
- spin multiplicity = 2
- highest occupied orbital energy (spin up / spin down) (eV) = -10.772 / -10.772
- ΔE to the lowest compared entry with this formula, charge and spin (kJ/mol) = 8.2

=====

# C55H62BN11OS5Ti

A molecular structure, C55H62BN11OS5Ti at a distorted geometry (the ωB97M-V functional and the def2-TZVPD basis, the Open Molecules 2025 dataset).

Structure (XYZ):
```
136
Properties=species:S:1:pos:R:3
Ti 0.72 -0.93 0.11
C -3.21 -2.55 0.78
C -3.41 -1.38 -0.13
C -4.40 -1.35 -1.08
C -4.58 -0.23 -1.91
N -3.83 0.84 -1.76
N -2.90 0.81 -0.82
B -2.10 2.12 -0.62
N -0.84 2.23 -1.45
N -1.85 3.00 -1.89
C -1.73 3.88 -2.83
C -0.44 3.93 -3.44
C 0.57 3.09 -3.07
C 1.91 3.15 -3.73
C 0.36 2.13 -2.00
S 1.54 1.06 -1.50
C -2.92 4.73 -3.23
C -3.70 5.13 -1.98
C -2.46 5.98 -3.99
C -3.81 3.87 -4.14
N -2.35 2.80 0.68
N -3.70 2.74 0.90
C -4.17 3.26 1.98
C -3.28 3.87 2.94
C -1.95 3.90 2.74
C -1.01 4.48 3.75
C -1.41 3.34 1.50
S 0.21 3.36 1.11
C -5.67 3.19 2.23
C -6.24 4.61 2.11
C -6.35 2.28 1.22
C -5.92 2.65 3.65
C -2.61 -0.22 -0.03
S -1.31 0.02 1.12
C -5.62 -0.17 -3.03
C -6.55 1.02 -2.78
C -4.88 0.01 -4.36
C -6.45 -1.45 -3.09
H -3.62 -3.45 0.34
H -3.73 -2.37 1.73
H -2.16 -2.69 1.01
H -5.05 -2.21 -1.18
H -0.26 4.66 -4.21
H 1.93 3.89 -4.53
H 2.18 2.17 -4.14
H 2.68 3.40 -2.99
H -3.10 5.76 -1.32
H -4.04 4.26 -1.41
H -4.58 5.70 -2.28
H -1.76 6.58 -3.41
H -3.33 6.59 -4.21
H -1.99 5.73 -4.95
H -4.14 2.98 -3.61
H -3.28 3.56 -5.05
H -4.68 4.45 -4.44
H -3.69 4.30 3.84
H -1.55 4.75 4.66
H -0.52 5.37 3.35
H -0.22 3.77 3.99
H -6.15 4.98 1.08
H -5.72 5.31 2.77
H -7.30 4.61 2.38
H -6.17 2.62 0.19
H -7.42 2.27 1.40
H -5.97 1.25 1.30
H -5.67 3.38 4.42
H -5.35 1.73 3.83
H -6.98 2.41 3.76
H -6.00 1.96 -2.75
H -7.09 0.91 -1.83
H -7.29 1.08 -3.58
H -4.27 0.91 -4.36
H -5.60 0.08 -5.18
H -4.22 -0.84 -4.55
H -7.04 -1.60 -2.18
H -5.83 -2.33 -3.26
H -7.15 -1.38 -3.93
C 3.67 -2.39 1.58
C 2.82 -2.68 0.40
N 2.59 -1.76 -0.50
N 2.27 -2.18 -1.80
C 1.20 -2.02 -2.51
S -0.37 -1.46 -2.01
S 1.40 -2.45 -4.23
C 0.67 -4.12 -4.19
C -0.82 -4.23 -3.97
C -1.74 -3.49 -4.71
C -3.10 -3.66 -4.51
C -3.57 -4.56 -3.57
C -2.66 -5.30 -2.82
C -1.30 -5.13 -3.03
C 2.11 -3.97 0.31
C 2.67 -5.23 0.17
C 1.83 -6.34 0.12
C 0.45 -6.17 0.20
C -0.11 -4.91 0.36
C 0.73 -3.82 0.42
O 0.25 -2.54 0.63
H 4.19 -1.44 1.49
H 4.40 -3.20 1.66
H 3.08 -2.42 2.50
H 1.21 -4.68 -3.42
H 0.95 -4.53 -5.16
H -1.38 -2.78 -5.45
H -3.80 -3.10 -5.12
H -4.63 -4.71 -3.43
H -3.01 -6.03 -2.10
H -0.59 -5.73 -2.46
H 3.74 -5.35 0.09
H 2.25 -7.33 0.01
H -0.20 -7.04 0.15
H -1.18 -4.77 0.44
N 3.90 1.11 6.24
C 4.98 1.59 6.95
C 5.28 1.61 8.31
C 6.49 2.17 8.66
C 7.38 2.69 7.69
C 7.07 2.66 6.35
C 5.85 2.10 5.98
N 5.30 1.94 4.71
C 4.15 1.36 4.92
C 3.26 0.95 3.83
C 2.11 0.20 4.02
C 1.37 -0.20 2.94
N 1.70 0.08 1.66
C 2.81 0.84 1.48
C 3.59 1.30 2.51
H 3.08 0.70 6.64
H 4.60 1.22 9.06
H 6.77 2.21 9.70
H 8.32 3.11 8.02
H 7.75 3.06 5.60
H 1.77 -0.08 5.01
H 0.46 -0.76 3.09
H 3.08 1.08 0.46
H 4.47 1.90 2.32
```

Calculated values
- total energy (Ha) = -5675.54389
- charge = +2
- LUMO (eV) = -6.12
- HOMO-LUMO gap (Eh) = 0.2218
- highest occupied orbital energy (eV) = -12.150
- ΔE to the lowest compared entry with this formula, charge and spin (kJ/mol) = 297.1